C28H54NO5 | the ωB97M-V functional and the def2-TZVPD basis

Positions of all 88 atoms, in Å:
C -1.207585 -0.029437 2.421089
C -1.725138 1.424854 2.474066
C -3.122922 1.662074 1.903405
C -3.342913 1.453820 0.378137
C -2.174706 0.905111 -0.453574
C -2.372822 -0.491287 -1.103075
C -3.212490 -1.509463 -0.308778
C -2.427599 -2.782266 0.058382
C -2.611439 -3.958123 -0.916216
C -1.383933 -4.867594 -0.996834
C -1.144239 -5.723136 0.260742
C -0.183056 -5.096186 1.283859
C 1.271995 -4.981133 0.784239
C 1.823065 -3.598448 0.341825
C 2.027650 -3.538904 -1.182506
C 1.765862 -2.212433 -1.886317
O 1.589418 -2.450478 -3.298176
C 0.309860 -2.235405 -3.737032
C 0.153394 -0.997736 -4.571951
O -0.588909 -2.995610 -3.478872
C 1.194181 -2.387849 1.025272
O 2.007513 -2.143832 2.181078
C 3.120583 -2.919025 2.111789
O 3.921331 -3.026372 2.994074
O 3.192959 -3.491252 0.896505
H -1.017013 -0.415360 3.422037
H -0.271097 -0.093784 1.862752
H -1.935495 -0.689839 1.952828
H -1.752508 1.734368 3.522796
H -0.998053 2.095700 1.998341
H -3.825913 1.045919 2.470891
H -3.397534 2.692956 2.147285
H -4.217081 0.819322 0.230346
H -3.639711 2.419828 -0.037662
H -1.232825 0.893918 0.095850
H -2.006436 1.599338 -1.284912
H -1.373940 -0.923493 -1.227947
H -2.764836 -0.369456 -2.112927
H -3.631721 -1.075995 0.598970
H -4.075517 -1.809012 -0.910592
H -2.738147 -3.105917 1.056150
H -1.365612 -2.533086 0.105441
H -2.825847 -3.560643 -1.912038
H -3.465554 -4.552679 -0.584406
H -1.477109 -5.517563 -1.868715
H -0.510201 -4.237677 -1.185889
H -2.096115 -5.908256 0.766556
H -0.726263 -6.688698 -0.033494
H -0.176022 -5.739507 2.167424
H -0.593192 -4.146892 1.624022
H 1.372496 -5.647209 -0.075277
H 1.950160 -5.366915 1.543774
H 3.073965 -3.806857 -1.338746
H 1.436254 -4.296300 -1.692148
H 0.875153 -1.715164 -1.494281
H 2.613050 -1.529649 -1.797930
H -0.899743 -0.727817 -4.599295
H 0.515968 -1.190927 -5.582031
H 0.750471 -0.185793 -4.156770
H 1.196692 -1.469200 0.435117
H 0.178655 -2.524277 1.379498
C 3.221880 5.215018 -1.822599
C 2.232810 6.073479 -1.029954
C 2.058555 5.674203 0.433610
N 0.900309 4.747930 0.736943
C -0.382225 5.505076 0.684581
C 0.853114 3.544571 -0.159952
C 1.947974 2.646495 0.378228
C 1.804711 2.792838 1.902854
C 1.104144 4.144844 2.118276
H 2.842238 4.218035 -2.046219
H 3.450030 5.690774 -2.774548
H 4.160117 5.102453 -1.277673
H 1.269221 6.119307 -1.541995
H 2.611416 7.096138 -1.025237
H 1.869504 6.552257 1.049727
H 2.959871 5.195355 0.813697
H -0.513687 5.920549 -0.310643
H -0.348692 6.302197 1.422813
H -1.197045 4.822205 0.910713
H -0.127861 3.090112 -0.011338
H 0.949536 3.842408 -1.199465
H 2.926732 2.989976 0.043315
H 1.831380 1.618779 0.041792
H 2.766268 2.744239 2.407982
H 1.185929 1.995984 2.311648
H 1.674631 4.851709 2.714554
H 0.119699 4.019796 2.562740

Cartesian forces (eV/Å) of the 6 atoms listed first:
-0.0464 0.2557 0.0628
0.0902 -0.1259 0.2210
-0.0584 0.0235 -0.0015
-0.0250 0.1992 0.1574
0.0046 -0.0288 -0.6179
0.1607 0.0405 0.2765

Output
Energy above the lowest of the compared OMol25 structures with the same formula, charge and spin: 0.146 eV
E_tot: -41633.35126 eV
Largest force on an atom: 0.017 Eh/bohr
Net charge: +1
Highest occupied orbital energy: -12.4 eV
LUMO: -2.390 eV

Atom charges from the Löwdin analysis, given in e for atoms 1 to 8: atom 1 (C): -0.075, atom 2 (C): -0.258, atom 3 (C): -0.195, atom 4 (C): -0.182, atom 5 (C): -0.202, atom 6 (C): -0.171, atom 7 (C): -0.192, atom 8 (C): -0.206

=====

C28H45N2OSbSeSiSn | the ωB97M-V functional and the def2-TZVPD basis

Positions of all 80 atoms, in Å:
Sn 0.440821 -1.139657 2.395192
C 3.584228 -1.297283 3.837507
Si 2.202803 -1.907225 4.933981
C 2.838648 -3.161438 6.128575
C 1.423047 -0.444571 5.779594
N 0.944402 -2.484232 3.788474
C 0.416645 -3.785249 3.620884
C 0.443408 -4.786127 4.594752
C -0.115224 -6.029369 4.349138
C -0.736119 -6.309697 3.137260
C -0.811638 -5.325172 2.166372
C -0.236951 -4.101738 2.433731
O -0.353198 -3.026373 1.514575
C -0.182689 -3.283634 0.127923
C -1.097735 -2.706232 -0.725356
C -0.920668 -2.879545 -2.092823
C 0.148363 -3.625302 -2.568518
C 1.046445 -4.203415 -1.678746
C 0.888816 -4.033780 -0.310566
H 4.365283 -0.794211 4.412113
H 3.227027 -0.571279 3.094761
H 4.046974 -2.122759 3.290698
H 3.730505 -2.730643 6.592390
H 3.136652 -4.093328 5.645796
H 2.130123 -3.387857 6.926983
H 2.077783 -0.028037 6.547980
H 0.479131 -0.721471 6.253859
H 1.220453 0.367856 5.071576
H 0.890918 -4.583228 5.555167
H -0.076194 -6.785323 5.121548
H -1.175823 -7.279880 2.955106
H -1.308848 -5.501309 1.221191
H -1.938142 -2.152379 -0.325807
H -1.635801 -2.452542 -2.784210
H 0.274674 -3.772437 -3.632459
H 1.875186 -4.792180 -2.048266
H 1.576339 -4.481932 0.395855
Se 2.329810 -0.656234 -0.584004
C 0.925120 0.298954 -0.919597
N -0.040384 0.950107 -1.144839
C 2.026922 3.678987 -2.645929
C 0.872128 4.020805 -1.709937
C 0.297164 5.406273 -1.996651
C 1.290119 3.856849 -0.253649
Sb -0.730961 2.595143 -2.105902
C -0.907098 1.856001 -4.153306
C -2.165548 1.002961 -4.236616
C 0.342944 1.030835 -4.434320
C -1.003386 3.096031 -5.040780
C -2.578991 2.899394 -1.010782
C -3.256906 1.540833 -0.868213
C -3.427997 3.879107 -1.819889
C -2.216713 3.467695 0.357374
H 2.855245 4.358543 -2.423362
H 1.772429 3.815781 -3.696254
H 2.397370 2.662992 -2.494403
H 1.088335 6.145765 -1.844249
H -0.522043 5.666976 -1.325458
H -0.044344 5.511855 -3.028895
H 2.081061 4.587094 -0.056397
H 1.703896 2.869196 -0.048922
H 0.479606 4.059509 0.444147
H -2.137257 0.155142 -3.550436
H -2.224698 0.595502 -5.250726
H -3.076133 1.577230 -4.066273
H 0.427305 0.165974 -3.775739
H 1.257920 1.618892 -4.370960
H 0.270314 0.653369 -5.459074
H -1.856356 3.729404 -4.786094
H -1.149053 2.767766 -6.074108
H -0.094943 3.697479 -5.020024
H -3.515060 1.095301 -1.827704
H -4.190919 1.691585 -0.318512
H -2.647350 0.834944 -0.303777
H -3.698569 3.486838 -2.801259
H -2.937759 4.846477 -1.950793
H -4.359284 4.060956 -1.276913
H -1.573552 2.793158 0.925445
H -3.142043 3.595708 0.927095
H -1.740003 4.445780 0.294453

Cartesian forces (eV/Å) of the 6 atoms listed first:
-0.1185 0.2506 -0.2051
0.0478 -0.0144 -0.1215
-0.0667 0.0757 0.0219
0.0186 -0.1172 0.0606
-0.0654 0.0561 0.0296
0.0644 -0.3640 0.0427

Output
E_tot: -120373.77562 eV
Largest force on an atom: 0.007 Eh/bohr
Net charge: +2
Highest occupied orbital energy: -12.9 eV
LUMO: -5.792 eV

Atom charges from the Löwdin analysis, given in e for atoms 1 to 8: atom 1 (Sn): 1.305, atom 2 (C): -0.181, atom 3 (Si): 0.368, atom 4 (C): -0.166, atom 5 (C): -0.178, atom 6 (N): -0.271, atom 7 (C): -0.285, atom 8 (C): -0.010

=====

C8H8 | the ωB97M-V functional and the def2-TZVPD basis

Positions of all 16 atoms, in Å:
C -0.608354 1.433404 -0.289104
C -0.872520 0.447440 -1.322093
C -0.960132 -0.933442 -0.928306
C -1.050668 -1.406312 0.381272
C -0.790411 -0.389598 1.323336
C -0.604050 0.996119 1.079451
C 1.979584 -0.165598 -0.125966
C 3.193700 -0.037610 0.069917
H -0.991587 2.464496 -0.645943
H -0.827806 0.735032 -2.228400
H -0.875422 -1.502196 -1.832364
H -0.933195 -2.465691 0.451209
H -0.868363 -0.519344 2.433577
H -0.854825 1.722604 2.001632
H 0.913380 0.059650 -0.349761
H 4.150662 -0.438961 -0.018459

Cartesian forces (eV/Å) of the 6 atoms listed first:
-3.6604 -0.0588 -0.7310
0.8809 -1.9439 9.7191
-0.0983 2.2029 -1.7239
2.0031 2.3694 -1.3892
-0.6478 0.6526 2.4334
-2.0795 0.7653 -0.4455

Output
Energy above the lowest of the compared OMol25 structures with the same formula, charge and spin: 4.380 eV
E_tot: -8420.64044 eV
Largest force on an atom: 0.194 Eh/bohr
Highest occupied orbital energy: -9.4 eV
LUMO: 0.694 eV

Atom charges from the natural (NBO) analysis, given in e for atoms 1 to 8: atom 1 (C): -0.231, atom 2 (C): -0.208, atom 3 (C): -0.199, atom 4 (C): -0.234, atom 5 (C): -0.195, atom 6 (C): -0.228, atom 7 (C): -0.217, atom 8 (C): -0.286